{"formula": "C53H74As3KN4OTe", "method": "wB97M-V/def2-TZVPD", "species": ["K", "C", "As", "C", "C", "C", "C", "C", "As", "C", "C", "C", "As", "C", "C", "H", "H", "H", "H", "H", "H", "H", "H", "H", "H", "H", "H", "H", "H", "H", "H", "H", "H", "H", "H", "H", "H", "H", "H", "H", "H", "H", "C", "C", "C", "C", "C", "C", "C", "N", "C", "N", "C", "C", "C", "C", "C", "C", "C", "N", "C", "C", "C", "C", "C", "C", "C", "H", "H", "H", "H", "H", "H", "H", "H", "H", "H", "H", "H", "H", "H", "H", "H", "H", "H", "H", "H", "H", "H", "C", "C", "O", "N", "Te", "C", "C", "C", "C", "C", "C", "C", "C", "C", "C", "C", "C", "C", "C", "C", "C", "C", "C", "H", "H", "H", "H", "H", "H", "H", "H", "H", "H", "H", "H", "H", "H", "H", "H", "H", "H", "H", "H", "H", "H", "H", "H", "H"], "coordinates": [[-0.14, -0.05, -0.44], [0.92, 0.45, 3.87], [0.76, -1.04, 2.59], [1.67, -2.26, 3.86], [-1.17, -1.37, 2.93], [-1.73, -2.81, 2.88], [-3.22, -2.72, 2.51], [-0.99, -3.65, 1.83], [-0.93, -2.91, 0.00], [-2.30, -4.08, -0.82], [0.58, -4.02, -0.54], [-1.60, -3.43, 4.29], [-1.80, -5.34, 4.74], [-0.21, -6.08, 3.84], [-3.15, -6.03, 3.49], [0.30, 1.28, 3.54], [1.96, 0.77, 3.93], [0.60, 0.13, 4.86], [1.28, -2.18, 4.87], [2.72, -1.95, 3.88], [1.65, -3.30, 3.54], [-1.65, -0.77, 2.15], [-1.45, -0.90, 3.88], [-3.34, -2.29, 1.52], [-3.76, -2.09, 3.22], [-3.69, -3.71, 2.52], [-1.41, -4.66, 1.78], [0.06, -3.76, 2.13], [-2.14, -5.12, -0.55], [-2.21, -3.97, -1.90], [-3.31, -3.78, -0.52], [0.49, -5.02, -0.13], [1.49, -3.53, -0.20], [0.62, -4.06, -1.63], [-2.31, -2.92, 4.94], [-0.61, -3.20, 4.69], [0.66, -5.47, 4.10], [-0.31, -6.10, 2.76], [-0.03, -7.09, 4.20], [-4.13, -5.63, 3.75], [-3.18, -7.11, 3.62], [-2.93, -5.81, 2.45], [5.52, 1.24, -2.25], [6.23, 0.12, -2.96], [7.05, 0.39, -4.05], [7.82, -0.60, -4.65], [7.77, -1.89, -4.16], [6.94, -2.19, -3.09], [6.14, -1.21, -2.51], [5.32, -1.54, -1.41], [3.90, -1.66, -1.42], [3.35, -1.40, -2.63], [2.00, -1.40, -3.16], [0.87, -1.43, -2.33], [-0.33, -1.51, -3.06], [-0.42, -1.51, -4.45], [0.74, -1.45, -5.20], [1.98, -1.41, -4.57], [3.23, -1.38, -5.41], [3.28, -2.03, -0.37], [4.01, -2.36, 0.78], [4.02, -3.71, 1.17], [4.72, -4.14, 2.29], [5.40, -3.22, 3.07], [5.37, -1.88, 2.71], [4.68, -1.43, 1.58], [4.69, 0.04, 1.25], [5.79, 2.20, -2.67], [5.79, 1.23, -1.19], [4.43, 1.14, -2.30], [7.12, 1.41, -4.42], [8.45, -0.36, -5.50], [8.38, -2.68, -4.60], [6.88, -3.20, -2.70], [5.72, -2.22, -0.78], [4.04, -1.33, -3.36], [-1.27, -1.59, -2.50], [-1.38, -1.56, -4.95], [0.69, -1.45, -6.29], [2.97, -1.47, -6.47], [3.91, -2.22, -5.18], [3.80, -0.45, -5.29], [3.48, -4.42, 0.55], [4.72, -5.19, 2.56], [5.95, -3.53, 3.95], [5.89, -1.15, 3.32], [4.28, 0.62, 2.08], [4.09, 0.24, 0.37], [5.71, 0.40, 1.06], [1.47, 2.43, 1.09], [0.00, 2.23, 0.80], [-0.57, 1.19, 1.32], [-0.61, 3.05, 0.00], [-2.60, 2.42, -0.02], [-4.62, 3.25, 1.04], [-4.51, 3.65, 2.37], [-3.37, 3.21, 3.28], [-5.49, 4.47, 2.93], [-6.58, 4.91, 2.19], [-7.64, 5.79, 2.81], [-6.69, 4.48, 0.87], [-5.73, 3.66, 0.29], [-5.93, 3.20, -1.13], [-2.81, 3.90, -1.55], [-2.89, 3.50, -2.89], [-3.03, 2.05, -3.30], [-2.81, 4.46, -3.90], [-2.66, 5.80, -3.61], [-2.50, 6.83, -4.71], [-2.61, 6.19, -2.28], [-2.68, 5.27, -1.24], [-2.65, 5.79, 0.18], [1.60, 2.80, 2.11], [1.90, 3.14, 0.39], [1.97, 1.46, 1.02], [-2.63, 2.62, 2.74], [-3.75, 2.59, 4.10], [-2.87, 4.07, 3.72], [-5.40, 4.77, 3.97], [-7.30, 6.19, 3.77], [-8.56, 5.24, 2.98], [-7.87, 6.63, 2.15], [-7.56, 4.79, 0.29], [-6.99, 3.20, -1.41], [-5.53, 2.19, -1.27], [-5.40, 3.85, -1.83], [-3.70, 1.51, -2.63], [-2.06, 1.54, -3.28], [-3.42, 1.98, -4.32], [-2.86, 4.14, -4.93], [-2.77, 6.40, -5.68], [-1.47, 7.17, -4.76], [-3.13, 7.70, -4.53], [-2.52, 7.25, -2.04], [-2.39, 6.85, 0.20], [-1.91, 5.24, 0.76], [-3.62, 5.66, 0.66]], "multiplicity": 2, "gap_ev": [5.8, 6.3], "homo_ha": [-0.130, -0.150], "max_force_ev_per_a": 2.65, "charge": -1}

{"formula": "C11H13ClN2O3", "method": "wB97M-V/def2-TZVPD", "species": ["C", "N", "C", "C", "Cl", "C", "C", "O", "C", "C", "C", "C", "C", "C", "N", "O", "O", "H", "H", "H", "H", "H", "H", "H", "H", "H", "H", "H", "H", "H"], "coordinates": [[-2.07, -1.17, -1.78], [-0.81, -1.78, -2.16], [-0.71, -3.24, -2.15], [0.26, -0.82, -2.30], [1.61, -1.73, -3.29], [0.62, -0.01, -0.98], [0.24, -0.42, 0.50], [0.03, -1.61, 0.71], [0.34, 0.65, 1.60], [-0.36, 1.90, 1.48], [0.00, 2.93, 2.41], [0.71, 2.63, 3.56], [1.24, 1.34, 3.72], [1.06, 0.37, 2.75], [0.93, 1.49, -1.02], [1.67, 1.91, -1.92], [0.36, 2.34, -0.28], [-2.89, -1.91, -1.70], [-1.91, -0.68, -0.79], [-2.45, -0.45, -2.54], [-1.72, -3.62, -1.87], [-0.47, -3.72, -3.13], [0.02, -3.56, -1.38], [0.06, -0.18, -3.16], [1.66, -0.40, -1.19], [-1.27, 1.94, 0.90], [-0.48, 3.90, 2.31], [0.94, 3.39, 4.31], [1.82, 1.08, 4.61], [1.59, -0.57, 2.77]], "smiles": "CN(C)[C@H](Cl)[C@H](C(=O)c1ccccc1)[N+](=O)[O-]", "gap_ev": 7.3, "homo_ha": -0.303, "max_force_ev_per_a": 4.61, "charge": 0}

{"formula": "C17H19NO", "method": "wB97M-V/def2-TZVPD", "species": ["C", "C", "C", "C", "C", "C", "C", "C", "C", "C", "N", "H", "H", "H", "H", "H", "H", "H", "H", "H", "H", "H", "C", "C", "C", "C", "C", "C", "C", "O", "H", "H", "H", "H", "H", "H", "H", "H"], "coordinates": [[1.31, -1.89, 0.60], [0.79, -1.45, 2.10], [2.30, -0.99, 0.00], [3.42, -0.48, 0.59], [2.22, -0.44, -1.33], [3.27, 0.54, -1.37], [1.30, -0.69, -2.40], [3.38, 1.26, -2.55], [1.45, 0.03, -3.58], [2.47, 1.02, -3.57], [4.05, 0.44, -0.25], [1.86, -2.82, 0.72], [0.47, -1.88, -0.04], [0.01, -0.64, 1.99], [3.84, -0.70, 1.61], [4.99, 0.84, -0.19], [0.59, -1.47, -2.26], [4.18, 1.94, -2.71], [0.98, -0.33, -4.52], [2.60, 1.57, -4.53], [1.65, -1.23, 2.64], [0.32, -2.33, 2.41], [-4.69, -0.31, -0.56], [-1.34, 0.90, 1.02], [-2.25, 0.34, 0.16], [-1.82, 1.32, 2.30], [-3.66, 0.47, 0.28], [-3.14, 1.15, 2.58], [-4.02, 0.98, 1.50], [-0.95, 1.38, 3.31], [-0.41, 1.11, 0.78], [-1.77, -0.20, -0.62], [-0.06, 1.57, 3.14], [-3.50, 1.23, 3.60], [-5.36, -0.83, 0.17], [-4.20, -0.95, -1.25], [-5.08, 1.19, 1.57], [-5.22, 0.38, -1.33]], "multiplicity": 2, "gap_ev": [6.9, 3.4], "homo_ha": [-0.387, -0.387], "max_force_ev_per_a": 5.53, "charge": 1}

{"formula": "C4H2O2", "method": "wB97M-V/def2-TZVPD", "species": ["C", "C", "C", "C", "O", "O", "H", "H"], "coordinates": [[1.92, -0.21, -0.11], [3.14, -0.03, -0.27], [-1.54, 0.52, -0.04], [0.61, -0.35, 0.09], [-2.05, -0.57, -0.09], [-0.18, 0.67, 0.03], [-1.95, 1.46, 0.01], [0.03, -1.50, 0.38]], "gap_ev": 8.7, "homo_ha": -0.379, "max_force_ev_per_a": 5.18, "charge": 0}

{"formula": "C5H4N3O3", "method": "wB97M-V/def2-TZVPD", "species": ["N", "C", "C", "C", "N", "O", "C", "C", "N", "O", "O", "H", "H", "H", "H"], "coordinates": [[0.60, -2.42, -0.10], [1.12, -1.52, 0.51], [1.50, -0.39, 1.14], [1.37, 0.87, 0.56], [0.84, 1.33, -0.54], [1.16, 2.50, -0.95], [-0.27, 0.76, -1.27], [-1.46, 0.31, -0.95], [-2.18, -0.30, -0.01], [-3.15, 0.20, 0.52], [-1.88, -1.62, 0.21], [1.84, -0.38, 2.14], [1.84, 1.66, 1.19], [-0.40, 1.00, -2.36], [-0.92, -2.01, -0.09]], "smiles": "N#C/C=C\\N([O-])C=C=[N+]([O-])O", "gap_ev": 6.9, "homo_ha": -0.116, "max_force_ev_per_a": 4.62, "charge": -1}

{"formula": "C50H43F6N10O6PbS", "method": "wB97M-V/def2-TZVPD", "species": ["Pb", "C", "O", "C", "C", "C", "C", "C", "C", "C", "N", "C", "C", "N", "C", "C", "C", "C", "N", "C", "C", "N", "C", "C", "C", "C", "H", "H", "H", "H", "H", "H", "H", "H", "H", "H", "H", "H", "H", "H", "F", "C", "C", "F", "C", "F", "C", "S", "C", "F", "C", "F", "F", "C", "C", "C", "C", "O", "C", "C", "N", "C", "C", "C", "C", "C", "C", "N", "C", "C", "N", "C", "C", "C", "O", "O", "H", "H", "H", "H", "H", "H", "H", "H", "H", "H", "H", "H", "H", "H", "H", "H", "H", "H", "N", "H", "H", "H", "O", "C", "N", "C", "O", "C", "C", "C", "C", "N", "C", "H", "H", "H", "H", "H", "H", "H", "H"], "coordinates": [[-0.29, 0.29, -0.11], [-8.73, -3.43, 10.58], [-8.23, -4.28, 9.55], [-7.39, -3.81, 8.64], [-6.94, -4.73, 7.68], [-6.07, -4.34, 6.70], [-5.62, -3.01, 6.62], [-6.08, -2.10, 7.58], [-6.95, -2.48, 8.58], [-4.73, -2.54, 5.59], [-4.32, -1.28, 5.48], [-3.53, -1.24, 4.38], [-3.44, -2.49, 3.79], [-4.20, -3.31, 4.58], [-2.66, -2.73, 2.63], [-2.46, -3.99, 2.03], [-1.66, -4.10, 0.92], [-1.05, -2.95, 0.41], [-1.23, -1.76, 0.96], [-2.00, -1.62, 2.05], [-2.13, -0.30, 2.64], [-1.51, 0.74, 2.04], [-1.55, 1.94, 2.60], [-2.20, 2.19, 3.80], [-2.88, 1.16, 4.41], [-2.86, -0.11, 3.82], [-9.36, -4.05, 11.20], [-9.32, -2.61, 10.17], [-7.91, -3.02, 11.18], [-7.30, -5.75, 7.74], [-5.74, -5.07, 5.97], [-5.73, -1.07, 7.52], [-7.28, -1.75, 9.30], [-4.34, -4.29, 4.45], [-2.94, -4.87, 2.44], [-1.49, -5.05, 0.44], [-0.42, -2.98, -0.46], [-1.03, 2.73, 2.08], [-2.17, 3.18, 4.23], [-3.43, 1.30, 5.34], [6.70, -2.62, 1.59], [5.55, -2.02, 1.71], [4.50, -2.37, 0.86], [4.68, -3.31, -0.06], [3.28, -1.76, 0.98], [2.29, -2.16, 0.21], [3.06, -0.75, 1.93], [1.56, 0.05, 2.13], [4.14, -0.42, 2.79], [3.97, 0.50, 3.71], [5.36, -1.05, 2.69], [6.34, -0.74, 3.52], [5.83, -1.90, -2.95], [4.67, -2.13, -3.59], [3.54, -1.62, -3.03], [2.29, -1.76, -3.65], [1.11, -1.19, -2.99], [1.22, -0.50, -1.95], [-0.11, -1.47, -3.68], [-0.10, -2.09, -4.89], [1.00, -2.57, -5.50], [0.91, -3.16, -6.82], [1.09, -4.64, -6.98], [-0.26, -4.01, -7.19], [2.23, -2.43, -4.87], [3.40, -2.95, -5.43], [4.64, -2.82, -4.83], [5.77, -3.40, -5.42], [6.00, -3.25, -6.85], [6.48, -4.59, -7.43], [7.18, -5.36, -6.35], [7.99, -4.44, -5.50], [7.03, -3.55, -4.69], [-1.45, -0.98, -3.07], [-2.29, -0.60, -3.88], [-1.49, -1.03, -1.81], [3.60, -1.07, -2.10], [-1.04, -2.20, -5.43], [1.32, -2.52, -7.59], [1.21, -5.23, -6.08], [1.64, -5.01, -7.83], [-1.01, -4.21, -6.44], [-0.65, -3.93, -8.19], [3.33, -3.49, -6.37], [6.76, -2.48, -7.03], [5.10, -2.93, -7.36], [7.17, -4.43, -8.26], [5.64, -5.20, -7.79], [7.76, -6.09, -6.76], [6.48, -5.80, -5.75], [8.62, -3.85, -6.15], [8.62, -5.01, -4.83], [7.53, -2.60, -4.49], [6.81, -4.02, -3.73], [-2.44, 1.38, -0.80], [-2.44, 1.53, -1.80], [-2.73, 2.24, -0.34], [-3.13, 0.66, -0.61], [0.84, 4.06, 3.34], [1.04, 5.32, 2.71], [2.39, 5.54, 2.28], [3.00, 5.11, 1.14], [4.18, 5.32, 0.92], [2.19, 4.39, 0.09], [2.29, 4.83, -1.23], [1.63, 4.14, -2.23], [0.90, 3.02, -1.88], [0.82, 2.58, -0.63], [1.45, 3.25, 0.34], [1.40, 4.00, 4.12], [0.77, 6.13, 3.39], [0.37, 5.33, 1.86], [3.02, 6.01, 2.91], [2.89, 5.70, -1.46], [1.68, 4.46, -3.26], [0.37, 2.44, -2.63], [1.38, 2.84, 1.34]], "gap_ev": [2.9, 2.6], "homo_ha": [-0.454, -0.454], "max_force_ev_per_a": 2.37, "charge": 3}

Question: The highest charge belongs to which entry?
Answer: C50H43F6N10O6PbS